No. 1
The following is a quantum chemistry calculation of an isolated molecule of C5H8N2O, from the OMol25 dataset.

LUMO level	0.84	eV
SMILES	C[C@@H]1[C@H]2NC=NO[C@H]12
ΔE to the lowest compared entry with this formula, charge and spin	126.24	kcal/mol

```
16
Properties=species:S:1:pos:R:3:mulliken_charge:R:1
C 1.042 -0.644 -2.232 -1.41
C 0.425 -1.197 -1.029 0.16
C -0.651 -0.341 -0.500 -0.31
C -1.074 0.933 1.309 0.04
C 0.605 -0.561 0.237 -0.14
H 1.315 0.502 -2.183 0.28
H 2.012 -1.064 -2.393 0.42
H 0.394 -0.822 -3.079 0.33
H 0.435 -2.278 -0.941 0.43
H -0.542 0.622 -0.973 0.36
H -2.543 0.337 0.043 0.31
H -1.810 1.365 2.012 0.38
H 0.525 -1.230 1.069 0.34
N -1.724 -0.084 0.493 -0.54
N 0.117 1.278 1.445 -0.39
O 1.173 0.633 0.771 -0.26
```



No. 2
The following is a quantum chemistry calculation of a cluster of 2 separate species, C30H55B2FNO12 in total, from the OMol25 dataset.

total charge	-1
LUMO level	1.50	eV

```
101
Properties=species:S:1:pos:R:3:mulliken_charge:R:1
C 7.057 -0.789 1.401 -1.17
C 6.395 -1.723 0.385 -0.06
C 5.066 -2.290 0.882 -1.11
C 3.932 -1.239 0.904 -0.75
C 3.455 -0.866 -0.508 -0.59
C 2.090 -1.493 -0.893 -1.09
C 1.009 -0.441 -1.221 -0.14
C -0.388 -0.875 -0.712 -0.48
C -1.528 -0.509 -1.650 -0.61
O -1.703 0.879 -1.845 -0.57
C -1.850 1.707 -0.693 1.86
C -0.601 2.598 -0.631 -1.68
C -0.089 2.866 0.771 -0.27
O 1.027 3.732 0.698 -0.40
C 2.174 3.321 1.421 0.06
C 2.237 4.015 2.773 -1.17
C -3.148 2.502 -0.835 -0.42
F -4.197 1.761 -0.276 -0.14
C -3.190 3.853 -0.130 -0.34
C -4.611 4.450 -0.202 -1.36
C -2.856 -1.256 -1.305 -0.82
O -3.926 -0.505 -1.860 -0.15
C -5.082 -1.259 -2.156 -1.04
C -6.330 -0.454 -1.796 -0.08
C -7.386 -1.213 -0.970 -0.92
C -8.041 -0.339 0.115 -0.66
C -7.413 -0.487 1.509 0.15
C -8.431 -0.356 2.642 -1.12
N -9.224 0.873 2.580 -0.61
B -3.030 -1.642 0.239 0.79
O -2.479 -2.845 0.636 -0.53
C -3.755 -0.775 1.334 0.71
C -4.224 -1.651 2.521 -1.75
H 6.549 0.176 1.373 0.26
H 8.090 -0.590 1.135 0.21
H 6.966 -1.162 2.422 0.37
H 6.255 -1.151 -0.532 0.17
H 7.054 -2.557 0.143 0.40
H 4.743 -3.074 0.191 0.32
H 5.190 -2.705 1.882 0.42
H 3.116 -1.647 1.501 0.48
H 4.335 -0.365 1.417 0.29
H 4.197 -1.196 -1.234 0.44
H 3.412 0.220 -0.593 0.44
H 2.222 -2.179 -1.726 0.23
H 1.740 -2.035 -0.014 0.44
H 1.297 0.445 -0.659 -0.18
H 0.970 -0.222 -2.286 0.39
H -0.369 -1.960 -0.611 0.76
H -0.523 -0.458 0.288 0.13
H -1.235 -0.882 -2.633 0.65
H -1.954 1.135 0.232 -0.64
H 0.178 2.028 -1.132 0.33
H -0.718 3.508 -1.216 0.67
H 0.182 1.902 1.217 0.41
H -0.846 3.312 1.422 0.18
H 2.236 2.234 1.507 0.11
H 3.035 3.635 0.828 0.34
H 2.346 5.084 2.602 0.28
H 3.066 3.659 3.380 0.37
H 1.298 3.862 3.305 0.30
H -3.354 2.653 -1.897 0.27
H -2.504 4.556 -0.594 0.40
H -2.942 3.683 0.917 0.20
H -5.172 4.156 0.681 0.29
H -4.565 5.537 -0.198 0.38
H -5.128 4.109 -1.095 0.33
H -2.794 -2.207 -1.863 0.47
H -5.089 -1.443 -3.237 0.26
H -5.077 -2.237 -1.667 0.46
H -6.815 -0.117 -2.712 0.48
H -6.038 0.445 -1.256 -0.05
H -8.192 -1.579 -1.608 0.34
H -6.953 -2.101 -0.504 0.46
H -8.008 0.708 -0.188 0.34
H -9.100 -0.602 0.181 0.39
H -6.874 -1.432 1.593 0.14
H -6.669 0.303 1.660 0.19
H -7.911 -0.395 3.599 0.35
H -9.117 -1.203 2.581 0.41
H -8.770 1.596 2.046 0.25
H -10.152 0.713 2.229 0.27
H -2.547 -3.467 -0.091 0.30
H -3.051 -0.045 1.742 0.16
H -4.622 -0.262 0.925 -0.40
H -3.372 -2.055 3.064 0.42
H -4.767 -2.518 2.142 0.35
H -4.858 -1.090 3.203 0.39
B 10.822 -1.866 -1.924 1.12
O 10.615 -3.262 -1.490 -0.52
C 11.145 -4.083 -2.386 0.59
O 11.147 -5.279 -2.331 -0.61
C 11.756 -3.229 -3.506 0.59
O 12.318 -3.642 -4.479 -0.60
O 11.550 -1.954 -3.206 -0.52
O 9.537 -1.152 -2.078 -0.52
C 9.523 -0.097 -1.279 0.66
O 8.622 0.684 -1.160 -0.63
C 10.858 -0.058 -0.521 0.59
O 11.180 0.762 0.290 -0.62
O 11.582 -1.093 -0.920 -0.51
```



No. 3
The following is a quantum chemistry calculation of a cluster of 2 separate species, C2H10N6 in total, from the OMol25 dataset.

total charge	+2
LUMO level	-6.97	eV
ΔE to the lowest compared entry with this formula, charge and spin	0.00	kcal/mol

```
18
Properties=species:S:1:pos:R:3:mulliken_charge:R:1
C -6.166 -0.395 0.224 0.46
C 2.741 0.474 0.199 0.62
N -5.360 -1.131 0.714 -0.14
N -6.615 0.614 -0.373 -0.29
N 3.432 1.188 -0.747 -0.45
N 2.066 1.345 1.032 -0.39
N 2.582 -0.803 0.417 -0.56
N 3.550 -1.605 -0.186 -0.26
H -5.374 -2.083 0.956 0.34
H -6.322 0.805 -1.396 0.33
H -7.301 1.234 0.024 0.29
H 3.845 2.132 -0.611 0.27
H 4.013 0.633 -1.378 0.20
H 2.148 2.372 0.750 0.22
H 1.363 1.087 1.639 0.22
H 4.484 -1.691 0.177 0.35
H 3.271 -2.607 -0.076 0.37
H 3.642 -1.567 -1.366 0.42
```



No. 4
The following is a quantum chemistry calculation of a cluster of 2 separate species, C6H7N2 in total, from the OMol25 dataset.

total charge	+1
LUMO level	-5.14	eV
ΔE to the lowest compared entry with this formula, charge and spin	75.50	kcal/mol

```
15
Properties=species:S:1:pos:R:3:mulliken_charge:R:1
C 2.099 -0.553 0.006 -0.45
C 2.107 0.849 0.154 -0.09
C 0.841 -1.168 -0.072 0.03
C 0.903 1.531 0.147 -0.34
C -3.299 -0.510 0.377 -0.47
C -2.921 0.511 -0.168 -0.30
N -0.235 -0.393 -0.122 0.34
N -0.244 0.855 -0.049 -0.52
H 3.066 -1.124 0.146 0.35
H 3.059 1.363 0.330 0.37
H 0.548 -2.263 -0.027 0.38
H 0.795 2.577 0.339 0.45
H -3.436 -1.331 0.946 0.44
H -1.080 -1.050 -0.332 0.38
H -2.875 1.467 -0.621 0.42
```



no.,frontier orbital gap (eV)
1,9.80
2,8.63
3,8.81
4,9.02